ORCA calculation (wB97M-V/def2-TZVPD) on a molecular structure, C29H19F10FeI2N6O2.

Atoms and positions in Å:
Fe1 0.932161 0.146302 0.244766
O1 -0.673084 -3.294176 -1.384928
C1 -0.038639 -2.331787 -1.003186
N1 -0.241678 -1.563491 0.089878
C2 -1.171840 -1.882256 1.034957
O2 -2.034687 -2.734894 0.975102
C3 -1.019140 -1.000925 2.262281
C4 -1.794409 -1.264296 3.392859
C5 -1.584543 -0.488412 4.479695
C6 -0.668073 0.566195 4.392189
C7 0.033008 0.814459 3.245378
N2 -0.201912 0.005306 2.172056
C8 1.247687 -1.964072 -1.780916
C9 1.615083 -2.625685 -2.958727
C10 2.818773 -2.292136 -3.515317
C11 3.627631 -1.386017 -2.883309
C12 3.195988 -0.706176 -1.793918
N3 1.956847 -0.984711 -1.328172
H1 -2.469851 -2.113114 3.418378
H2 -2.121203 -0.629212 5.382812
H3 -0.380725 1.237887 5.251349
H4 0.814115 1.590094 3.202986
H5 0.946451 -3.388867 -3.336106
H6 3.208628 -2.781097 -4.379368
H7 4.597192 -1.130876 -3.231685
H8 3.773805 0.042289 -1.280259
C13 -0.947156 2.440931 0.021119
N4 -0.177949 1.850249 -1.084278
C14 0.973325 2.746312 -1.323708
C15 1.908645 2.962600 -0.081556
N5 2.093829 1.696037 0.644306
C16 2.795430 1.639979 1.750824
C17 3.136381 0.332678 2.218687
F1 2.600266 -0.681915 1.507019
C18 3.881055 0.103177 3.315449
F2 4.138935 -1.158644 3.688496
C19 4.415841 1.145847 4.053048
F3 5.335131 0.904476 5.003325
C20 4.143675 2.404028 3.610103
F4 4.707722 3.437240 4.274561
C21 3.329265 2.686816 2.523100
F5 3.268382 3.941821 2.174110
C22 -1.029290 1.697343 -2.309256
C23 -2.343884 0.901588 -2.200143
N6 -2.148851 -0.560265 -2.125389
C24 -3.142083 -1.288001 -1.617665
C25 -3.937880 -0.946050 -0.461720
F6 -3.470626 0.078537 0.291323
C26 -4.915383 -1.791192 0.018032
F7 -5.501967 -1.591346 1.179165
C27 -5.297192 -2.940223 -0.706200
F8 -6.335920 -3.644295 -0.248441
C28 -4.621028 -3.334548 -1.809272
F9 -5.029140 -4.391453 -2.513216
C29 -3.558174 -2.561569 -2.246173
F10 -2.938213 -2.961529 -3.348951
H9 -1.313561 3.447607 -0.184143
H10 -0.314596 2.559586 0.893973
H11 -1.821645 1.767658 0.292157
H12 0.597603 3.669298 -1.686202
H13 1.647093 2.332257 -2.136771
H14 1.523311 3.814362 0.520813
H15 2.912388 3.222797 -0.424421
H16 -0.402106 1.200177 -3.055052
H17 -1.276443 2.653654 -2.622807
H18 -2.848204 1.050824 -3.140908
H19 -2.987373 1.347126 -1.459789
I1 -1.002092 -1.270731 -5.846553
I2 -0.415082 1.246427 -6.015789

Forces on atoms 1 to 6 (eV/Å):
Fe -0.7 -0.4 -0.5
O 0.0 0.0 -0.1
C 0.3 -0.8 -0.8
N 0.3 0.4 0.2
C 0.2 0.0 -0.6
O -0.1 0.0 0.4

Calculated values
LUMO level (spin up / spin down)   -1.524 / -1.530 eV
Molar mass   983.144 g mol⁻¹
Energy above the lowest of the compared OMol25 structures with the same formula, charge and spin   9.30 kcal per mole
Gap between HOMO and LUMO (spin up / spin down)   5.97 / 6.14 eV
Net charge   0
Spin multiplicity   6


ORCA calculation (wB97M-V/def2-TZVPD) on a molecular structure, C29H19N8SeSn.

Atoms and positions in Å:
Sn1 1.143848 1.025908 -0.522582
C1 -1.704059 -1.169245 3.979826
C2 -1.754991 -0.015818 3.210540
C3 -0.673431 0.346064 2.425215
C4 0.477066 -0.445712 2.374487
C5 0.520576 -1.602874 3.160649
C6 -0.558452 -1.952505 3.955444
N1 1.489239 -0.133635 1.458107
C7 2.797757 -0.208847 1.745689
C8 3.344797 -0.220099 3.058464
C9 4.695440 -0.248824 3.248014
C10 5.605694 -0.296533 2.160315
C11 5.135019 -0.296712 0.886189
C12 3.738938 -0.233641 0.652091
N2 3.159961 -0.188774 -0.555386
N3 3.803702 -0.367504 -1.636598
C13 2.979716 -0.325791 -2.742577
C14 3.542827 -0.583583 -3.996487
C15 2.729526 -0.596407 -5.106972
C16 1.364930 -0.345215 -4.958007
C17 0.883199 -0.073949 -3.698354
N4 1.662155 -0.062533 -2.610460
H1 -2.549735 -1.454673 4.590840
H2 -2.633726 0.617539 3.231926
H3 -0.691088 1.270290 1.855259
H4 1.392316 -2.242675 3.109363
H5 -0.505419 -2.849563 4.558944
H6 2.672284 -0.174219 3.903186
H7 5.090749 -0.219605 4.255352
H8 6.669790 -0.302650 2.350629
H9 5.796676 -0.317008 0.031029
H10 4.605810 -0.767455 -4.056088
H11 3.137174 -0.800887 -6.087523
H12 0.699425 -0.365300 -5.808699
H13 -0.166741 0.140935 -3.530502
Se1 -6.994305 -0.016452 -0.223985
N5 -5.590905 -1.073609 -0.284112
C18 -4.534047 -0.314954 -0.439671
C19 -3.180388 -0.824805 -0.520351
C20 -2.910517 -2.193649 -0.459211
C21 -1.605295 -2.622913 -0.499194
C22 -0.602606 -1.668618 -0.591976
N6 -0.839121 -0.364770 -0.674129
C23 -2.115616 0.081308 -0.647811
C24 -2.386191 1.517798 -0.754250
N7 -1.338357 2.326645 -0.920282
C25 -1.527147 3.628312 -1.027506
C26 -2.788990 4.217196 -0.987031
C27 -3.884275 3.401031 -0.816106
C28 -3.693070 2.021869 -0.693618
C29 -4.789358 1.096643 -0.513955
N8 -6.046395 1.452138 -0.416580
H14 -3.739236 -2.884281 -0.376947
H15 -1.354984 -3.672423 -0.448572
H16 0.440864 -1.963954 -0.585515
H17 -0.635256 4.234369 -1.150608
H18 -2.895767 5.287724 -1.087541
H19 -4.890022 3.796914 -0.772350

Forces on atoms 1 to 6 (eV/Å):
Sn 0.0 -0.1 0.5
C -0.1 0.0 0.0
C 0.0 0.0 0.0
C 0.2 0.0 0.0
C -0.3 0.0 0.2
C 0.0 0.0 -0.2

Calculated values
LUMO level (spin up / spin down)   -3.902 / -3.902 eV
Molar mass   677.198 g mol⁻¹
Gap between HOMO and LUMO (spin up / spin down)   5.93 / 5.93 eV
Net charge   +1


The highest molar mass belongs to which entry?
C29H19F10FeI2N6O2


The lowest net charge belongs to which entry?
C29H19F10FeI2N6O2


Which of these has the lowest molar mass?
C29H19N8SeSn